1.
The following is a quantum chemistry calculation of a cluster of 2 separate species, C6H10O in total, from the OMol25 dataset.

Values from the calculation:
E_HOMO = -0.30129 Ha
SMILES = C[C@H]1OC=C2C[C@H]21.[H][H]
frontier orbital gap = 0.3364 Eh
energy above the lowest of the compared OMol25 structures with the same formula, charge and spin = 84.1 kcal per mole
E_tot = -309.70828 hartree
maximum force = 0.274 eV/Å

Each line ends with the Löwdin charge.
Geometry (Å):
1 C -1.97260 -0.30432 0.14170  -0.031
2 C -0.66352 -0.06365 -0.58598  -0.305
3 O -0.29281 1.35860 -0.42542  -0.085
4 C 0.65440 1.37211 0.54709  -0.121
5 C 1.29150 0.20466 0.71805  -0.144
6 C 0.94475 -1.07432 1.36914  -0.046
7 C 0.55725 -0.81850 -0.08277  -0.204
8 H -2.74288 0.39340 -0.19975  0.084
9 H -1.84599 -0.17157 1.22165  0.083
10 H -2.31558 -1.32844 -0.04149  0.089
11 H -0.78653 -0.21888 -1.66122  0.141
12 H 1.82010 1.30609 -2.80617  0.052
13 H 0.77247 2.32571 1.05141  0.126
14 H 1.55513 1.29072 -2.10977  0.027
15 H 0.19551 -1.04220 2.15769  0.101
16 H 1.70625 -1.83766 1.52236  0.098
17 H 1.12254 -1.39178 -0.81653  0.135

2.
The following is a quantum chemistry calculation of an isolated molecule of C5H12Si2, from the OMol25 dataset.

Values from the calculation:
E_HOMO = -0.35510 Ha
SMILES = C[Si]1(C)C=C[SiH2]C1
frontier orbital gap = 0.3883 Eh
energy above the lowest of the compared OMol25 structures with the same formula, charge and spin = 24.4 kcal per mole
E_tot = -776.63170 hartree
maximum force = 4.941 eV/Å

Each line ends with the Löwdin charge.
Geometry (Å):
1 C 0.05779 -1.93403 1.13575  -0.309
2 C -0.70059 -0.85041 1.13858  -0.248
3 C 1.10647 -0.26823 -1.14069  -0.323
4 C 0.46843 2.15602 0.90234  -0.167
5 C -1.81116 1.04872 -0.93807  -0.157
6 Si 1.34703 -2.02131 -0.25208  0.636
7 Si -0.18869 0.56209 -0.00426  0.581
8 H -0.17981 -2.86089 1.85722  0.098
9 H -1.37877 -0.73389 1.87040  0.014
10 H 2.08588 0.18145 -1.24638  0.017
11 H 0.74581 -0.60358 -2.02024  -0.041
12 H 0.56618 2.88196 0.15631  -0.008
13 H -0.41947 2.60889 1.53150  0.074
14 H 1.26378 1.79575 1.46747  -0.012
15 H -1.72426 1.41619 -1.93574  0.024
16 H -2.47647 0.31240 -1.06712  -0.022
17 H -2.33694 1.80719 -0.50828  -0.012
18 H 2.41808 -2.71740 0.45364  -0.065
19 H 1.15670 -2.78093 -1.40034  -0.079